Version i
Molecular formula: C18H14F5IN2OZr
Method: DFT, the ωB97M-V functional and the def2-TZVPD basis

Geometry as ORCA input:
```
! RIJCOSX wB97M-V def2-TZVPD def2/J DEFGRID3
* xyz 2 1
C -2.085 -0.284 -2.938
C -2.403 1.147 -2.280
H -1.503 -0.217 -3.857
H -3.061 -0.711 -3.212
H -1.706 -1.070 -2.223
H -1.525 1.847 -2.075
H -2.912 1.728 -3.060
H -3.091 1.069 -1.434
C 2.219 -1.518 -1.279
C 3.538 -1.856 -0.997
C 4.334 -0.954 -0.289
C 3.792 0.249 0.147
H 1.543 -2.146 -1.866
H 3.920 -2.814 -1.341
H 5.375 -1.189 -0.077
H 4.368 0.982 0.709
N 1.702 -0.353 -0.837
C 2.449 0.545 -0.132
C 1.758 1.769 0.307
N 0.453 1.933 -0.099
C -0.272 3.007 0.309
C 1.618 3.834 1.551
C 0.293 3.972 1.134
H -1.306 3.050 -0.049
H -0.311 4.824 1.443
C 2.351 2.728 1.137
H 3.381 2.564 1.447
H 2.079 4.578 2.198
Zr -0.436 0.346 -1.476
I 0.887 1.295 -3.793
F -2.898 -3.694 4.162
C -2.533 -3.057 3.034
C -1.389 -3.471 2.346
F -0.683 -4.535 2.783
C -0.981 -2.778 1.225
F 0.122 -3.170 0.532
C -1.679 -1.632 0.808
O -1.188 -0.869 -0.150
C -2.882 -1.289 1.449
F -3.612 -0.243 0.971
C -3.297 -1.985 2.564
F -4.429 -1.630 3.207
*
```

Results
HOMO-LUMO gap in eV: 6.45

Version ii
Molecular formula: C18H14F5IN2OZr
Method: DFT, the ωB97M-V functional and the def2-TZVPD basis

Geometry as ORCA input:
```
! RIJCOSX wB97M-V def2-TZVPD def2/J DEFGRID3
* xyz 2 1
C 3.637 4.407 0.393
C 4.803 3.500 0.026
H 3.328 5.014 -0.460
H 3.914 5.090 1.201
H 2.759 3.840 0.719
H 4.509 2.710 -0.666
H 5.594 4.083 -0.452
H 5.234 3.032 0.914
C -2.721 1.234 -1.299
C -3.895 1.196 -2.026
C -4.163 0.109 -2.858
C -3.221 -0.907 -2.985
H -2.426 2.057 -0.644
H -4.599 2.025 -1.936
H -5.094 0.055 -3.423
H -3.364 -1.759 -3.644
N -1.826 0.213 -1.377
C -2.026 -0.822 -2.265
C -0.935 -1.779 -2.405
N 0.227 -1.476 -1.735
C 1.252 -2.367 -1.629
C 0.074 -3.834 -3.126
C 1.202 -3.545 -2.354
H 2.064 -2.075 -0.956
H 2.049 -4.224 -2.296
C -1.003 -2.959 -3.149
H -1.918 -3.151 -3.707
H 0.021 -4.757 -3.699
Zr 0.153 0.355 -0.454
I 0.292 2.948 0.401
F -0.984 -0.549 6.465
C -0.677 -0.646 5.158
C -1.580 -0.159 4.196
F -2.712 0.465 4.599
C -1.257 -0.285 2.865
F -2.081 0.193 1.863
C 0.021 -0.734 2.493
O 0.467 -0.498 1.255
C 0.894 -1.277 3.450
F 2.086 -1.771 3.042
C 0.538 -1.227 4.781
F 1.363 -1.728 5.726
*
```

Results
HOMO-LUMO gap in eV: 6.11

Most stable of them? version i.

Version i
Molecular formula: C4H12O4
Method: DFT, the ωB97M-V functional and the def2-TZVPD basis

Geometry as ORCA input:
```
! RIJCOSX wB97M-V def2-TZVPD def2/J DEFGRID3
* xyz 0 1
O -2.443 0.219 0.158
C -1.563 0.494 -0.622
O -1.929 1.561 -1.501
C -0.413 -0.357 -1.177
C 0.754 0.480 -1.643
C 2.084 -0.136 -1.010
H -1.101 1.986 -1.943
H -0.875 -0.890 -2.011
H -0.148 -1.263 -0.588
H 0.891 0.622 -2.755
H 0.636 1.470 -1.228
H 2.119 0.146 0.083
H 2.991 0.313 -1.415
H 2.099 -1.192 -1.211
H -1.801 0.496 2.405
H -2.263 -0.971 2.250
O -1.696 -0.401 2.877
H 0.862 -1.627 2.970
H 0.931 -0.249 3.608
O 0.866 -0.701 2.753
*
```

Results
HOMO-LUMO gap in eV: 10.58
Structure (SMILES): CCCC(=O)O.O.O

Version ii
Molecular formula: C4H12O4
Method: DFT, the ωB97M-V functional and the def2-TZVPD basis

Geometry as ORCA input:
```
! RIJCOSX wB97M-V def2-TZVPD def2/J DEFGRID3
* xyz 0 1
O -0.180 1.657 -1.686
C -1.277 1.175 -1.447
C -1.792 0.643 -0.148
C -0.738 0.716 0.977
C -1.074 -0.201 2.106
O -1.769 -1.377 1.679
H -2.125 1.181 -2.152
H -2.666 1.204 0.115
H -2.173 -0.408 -0.040
H 0.382 0.390 0.734
H -0.613 1.712 1.249
H -1.680 0.422 2.762
H -0.211 -0.612 2.656
H -1.286 -1.848 0.891
H 2.974 -1.483 -1.187
H 1.553 -2.146 -0.900
O 2.413 -2.363 -1.358
H 4.231 0.478 -1.357
H 2.699 0.705 -1.718
O 3.331 0.154 -1.176
*
```

Results
HOMO-LUMO gap in eV: 10.72
Structure (SMILES): O=CCCCO.O.O

Most stable of them? version i.

Version i
Molecular formula: C4H12O4
Method: DFT, the ωB97M-V functional and the def2-TZVPD basis

Geometry as ORCA input:
```
! RIJCOSX wB97M-V def2-TZVPD def2/J DEFGRID3
* xyz 0 1
C 0.896 -2.139 -0.725
C 0.937 -0.933 -0.140
C 1.102 0.341 -0.830
C 0.651 1.445 -0.232
O 0.834 2.742 -0.557
H 0.389 -3.013 -0.339
H 1.174 -2.067 -1.767
H 0.585 -0.811 0.858
H 1.458 0.394 -1.855
H 0.114 1.461 0.712
H 1.403 2.829 -1.336
H -1.403 -1.624 -0.426
H -2.008 -1.115 -1.800
O -2.006 -1.010 -0.844
H 1.976 -0.180 3.179
H 0.536 0.255 3.548
O 1.068 -0.157 2.860
H -3.323 1.216 -0.047
H -1.954 0.787 -0.293
O -2.430 1.577 0.034
*
```

Results
HOMO-LUMO gap in eV: 8.76
Structure (SMILES): C=C/C=C/O.O.O.O

Version ii
Molecular formula: C4H12O4
Method: DFT, the ωB97M-V functional and the def2-TZVPD basis

Geometry as ORCA input:
```
! RIJCOSX wB97M-V def2-TZVPD def2/J DEFGRID3
* xyz 0 1
C -1.254 2.543 1.576
C -0.727 1.634 0.687
O -1.417 0.579 0.160
C 0.593 1.714 0.056
C 0.741 2.403 -1.078
H -2.212 2.423 1.920
H -0.763 3.485 1.645
H -1.882 0.185 1.094
H 1.256 1.086 0.415
H -0.023 2.972 -1.593
H 1.704 2.367 -1.688
H -2.313 -1.622 1.607
H -1.995 -0.717 2.751
O -2.465 -0.828 1.939
H 4.743 -3.503 -2.825
H 4.131 -3.707 -4.272
O 3.998 -3.869 -3.283
H -0.212 -2.920 0.578
H -0.843 -1.795 -0.242
O -1.061 -2.431 0.553
*
```

Results
HOMO-LUMO gap in eV: 8.71
Structure (SMILES): C=CC(=C)O.O.O.O

Most stable of them? version i.

Version i
Molecular formula: C4H12O4
Method: DFT, the ωB97M-V functional and the def2-TZVPD basis

Geometry as ORCA input:
```
! RIJCOSX wB97M-V def2-TZVPD def2/J DEFGRID3
* xyz 0 1
C 0.756 1.127 2.016
O 1.438 0.285 3.014
C 0.591 0.465 0.691
C -0.118 1.382 -0.322
C 0.131 1.000 -1.720
O 0.742 0.078 -2.204
H 1.391 2.029 1.984
H -0.196 1.343 2.527
H 1.674 -0.454 2.453
H -0.031 -0.446 0.823
H 1.492 0.089 0.205
H -1.159 1.713 -0.176
H 0.389 2.371 -0.240
H -0.403 1.646 -2.432
H -0.344 -3.086 -1.548
H 0.878 -2.807 -2.185
O 0.581 -3.278 -1.406
H -2.967 -0.981 0.134
H -4.349 -0.240 -0.003
O -3.397 -0.150 -0.111
*
```

Results
HOMO-LUMO gap in eV: 10.39
Structure (SMILES): O=CCCCO.O.O

Version ii
Molecular formula: C4H12O4
Method: DFT, the ωB97M-V functional and the def2-TZVPD basis

Geometry as ORCA input:
```
! RIJCOSX wB97M-V def2-TZVPD def2/J DEFGRID3
* xyz 0 1
O 1.665 -2.437 0.393
O 0.310 -0.561 -0.699
C 1.606 -2.509 -1.009
C 0.440 -1.664 -1.576
H 1.187 -3.239 0.692
H 0.718 -0.935 0.110
H 2.567 -2.176 -1.445
H 1.491 -3.587 -1.229
H 0.726 -1.419 -2.617
H -0.538 -2.182 -1.608
O -1.913 1.130 -0.438
O -0.220 3.045 2.142
C -1.121 2.189 0.106
C -0.973 1.990 1.648
H -1.310 0.361 -0.509
H -0.810 3.747 2.486
H -0.132 2.117 -0.386
H -1.536 3.190 -0.118
H -1.845 1.834 2.311
H -0.313 1.107 1.744
*
```

Results
HOMO-LUMO gap in eV: 9.73
Structure (SMILES): OCCO.OCCO

Most stable of them? version i.

Version i
Molecular formula: H24NeO12
Method: DFT, the ωB97M-V functional and the def2-TZVPD basis

Geometry as ORCA input:
```
! RIJCOSX wB97M-V def2-TZVPD def2/J DEFGRID3
* xyz 0 1
Ne -0.188 -0.253 0.203
O 3.759 -1.073 0.572
H 4.266 -1.812 0.909
H 3.500 -0.584 1.353
O -3.697 -1.054 -0.903
H -3.193 -0.525 -0.285
H -3.191 -1.021 -1.715
O 1.056 1.762 1.883
H 1.152 2.710 1.972
H 1.843 1.402 2.291
O -0.599 1.833 -3.013
H -0.001 1.917 -2.270
H -0.037 1.581 -3.746
O -2.579 -0.580 -3.348
H -1.919 0.113 -3.380
H -2.869 -0.677 -4.255
O 1.520 1.757 -1.102
H 1.051 1.685 -0.270
H 2.445 1.741 -0.858
O -0.560 -0.108 3.469
H -0.238 0.500 2.804
H 0.002 -0.878 3.383
O 1.271 -1.698 -2.476
H 2.139 -2.042 -2.686
H 1.419 -0.771 -2.288
O -2.627 0.619 1.152
H -2.371 0.127 1.932
H -3.092 1.384 1.491
O 0.705 -2.453 3.286
H 0.991 -2.808 2.445
H 1.418 -2.662 3.890
O -1.792 3.491 -0.151
H -2.401 4.075 -0.603
H -1.909 2.644 -0.581
O 1.651 -3.018 0.599
H 0.925 -3.074 -0.022
H 2.148 -2.250 0.319
*
```

Results
HOMO-LUMO gap in eV: 9.03

Version ii
Molecular formula: H24NeO12
Method: DFT, the ωB97M-V functional and the def2-TZVPD basis

Geometry as ORCA input:
```
! RIJCOSX wB97M-V def2-TZVPD def2/J DEFGRID3
* xyz 0 1
Ne -0.459 0.440 -0.191
O -0.655 -3.668 -0.357
H -1.087 -3.211 0.365
H -0.158 -4.368 0.066
O -0.012 -1.966 -2.730
H 0.095 -2.770 -3.238
H -0.277 -2.264 -1.860
O -3.477 -0.155 1.650
H -3.978 -0.200 2.465
H -2.704 0.363 1.872
O -0.527 1.174 -3.741
H -0.205 1.277 -2.846
H -1.429 0.871 -3.638
O -1.501 4.352 -0.580
H -0.832 3.710 -0.819
H -1.694 4.166 0.339
O 2.650 1.071 -0.369
H 3.544 1.145 -0.035
H 2.702 0.393 -1.044
O 0.741 2.753 -1.674
H 1.311 2.158 -1.187
H 1.125 3.619 -1.539
O -1.847 -2.438 1.838
H -1.429 -2.329 2.692
H -2.408 -1.668 1.745
O 1.543 1.953 2.227
H 0.627 1.685 2.297
H 1.900 1.408 1.525
O -1.127 1.368 2.561
H -1.644 2.113 2.256
H -1.380 1.260 3.478
O 2.244 -2.388 0.931
H 1.428 -1.943 1.159
H 2.167 -3.254 1.331
O 2.533 -1.414 -1.882
H 1.692 -1.790 -2.141
H 2.528 -1.451 -0.926
*
```

Results
HOMO-LUMO gap in eV: 9.62

Most stable of them? version i.

Version i
Molecular formula: C9H11NO
Method: DFT, the ωB97M-V functional and the def2-TZVPD basis

Geometry as ORCA input:
```
! RIJCOSX wB97M-V def2-TZVPD def2/J DEFGRID3
* xyz 0 1
C 0.930 1.331 -0.774
C 0.707 -2.027 -0.633
C -0.611 -1.369 -0.652
C 1.773 -1.649 0.051
C -0.645 -0.179 -0.017
C 1.782 -0.348 0.852
C 0.598 0.572 0.445
C 0.300 1.548 1.648
C -2.569 0.392 -1.087
N 1.241 1.927 -1.693
O -1.808 0.550 0.043
H 0.687 -2.983 -1.110
H -1.584 -1.807 -0.963
H 2.657 -2.239 -0.002
H 1.855 -0.765 1.900
H 2.772 0.075 0.585
H -0.159 1.047 2.446
H -0.450 2.351 1.418
H 1.110 2.265 1.844
H -2.175 0.774 -2.019
H -3.360 1.137 -1.077
H -3.051 -0.602 -1.205
*
```

Results
HOMO-LUMO gap in eV: 9.12
Structure (SMILES): COC1=CC=CC[C@@]1(C)C#N

Version ii
Molecular formula: C9H11NO
Method: DFT, the ωB97M-V functional and the def2-TZVPD basis

Geometry as ORCA input:
```
! RIJCOSX wB97M-V def2-TZVPD def2/J DEFGRID3
* xyz 0 1
C 0.294 2.403 -2.308
C 0.243 2.513 -0.871
C -0.154 1.231 -2.870
C 0.073 1.354 -0.107
C -0.399 0.051 -2.218
C -0.316 0.107 -0.688
C -0.233 -1.278 1.665
C -1.201 -2.216 2.248
C 2.039 -0.668 1.709
N -0.312 -0.952 0.203
O 0.956 -1.228 2.187
H 0.522 3.321 -2.993
H 0.358 3.440 -0.317
H -0.461 1.317 -3.965
H -0.038 1.314 1.006
H -2.193 -2.144 1.865
H -1.433 -2.298 3.330
H -0.855 -3.170 1.787
H 2.012 -0.204 0.682
H -0.850 -0.738 -2.705
H 2.900 -0.486 2.422
H -0.952 -1.668 -0.063
*
```

Results
HOMO-LUMO gap (spin up / spin down) in eV: 7.18 / 7.18

Most stable of them? version i.